Run w
68
Properties=species:S:1:pos:R:3 method="wB97M-V/def2-TZVPD" charge=+1 e_homo_ha=-0.4073 orbital_gap_ev=8.64
N -0.60872 -4.75746 -3.02041
H -3.39906 0.17222 2.12573
H 1.88086 2.42729 5.15401
N 4.03988 -4.17401 -2.01997
N 1.69782 -6.20096 1.17825
N 3.38291 -5.22580 1.83726
H 3.74780 -4.29300 1.96703
H 1.69644 2.14625 3.47480
N -4.79937 1.66913 -2.95086
C 0.06852 1.72296 4.42481
H -5.57929 1.59781 -3.58864
O -0.53448 1.15927 3.55688
H -0.05733 -5.10079 -3.79384
N -0.29029 2.03314 5.63907
H -1.11927 4.77082 -0.03800
H 2.34007 -6.97985 1.20906
H -6.13896 1.93663 2.13502
C -5.37133 0.28510 1.60863
H -1.14024 -5.29713 -2.35231
H 2.62579 5.02069 0.15281
H -4.03904 -1.18740 1.25272
H -1.37560 3.56555 1.26562
H 4.02438 -6.00576 1.82074
H 0.73603 -6.21549 0.87028
N 5.67983 -2.87336 -1.39301
N -5.29961 1.39234 2.27409
H -0.93275 -2.10746 -4.42909
O -6.32536 -0.11421 1.01128
N 3.43669 4.42749 0.04964
O -2.55898 4.94735 2.71789
H 6.21359 -3.54682 -1.92372
H -4.02596 1.64521 -5.25209
H -5.12426 1.50877 -2.00808
C -1.99602 5.36653 1.69978
N -3.35560 1.30995 -4.57508
C 4.38903 -2.99722 -1.63091
O 2.33618 2.46591 -0.11909
N 1.26628 2.19344 4.38739
O -0.10044 -0.66771 -0.16784
H -0.84515 -0.25639 -0.61261
H 4.69862 1.90371 -1.11876
O -1.93333 -3.00598 -2.63302
H 5.17028 3.46531 -0.84169
H 3.03171 -4.22002 -2.05957
C 3.27614 3.17561 -0.33271
H 0.36935 -1.30116 -0.71523
N -1.83811 6.55578 1.23555
C 2.13645 -5.03092 1.58797
H 4.66022 -4.80676 -2.50464
C -1.12147 -3.62009 -3.25407
H 0.57390 -0.00621 0.00331
H -4.45291 1.89520 2.49839
O 1.55734 -3.94273 1.56187
H 0.04350 -3.52543 -4.83231
H 4.27822 4.95941 -0.12062
O 3.56798 -2.17419 -1.37477
H -1.23497 1.94604 5.98563
N 4.41540 2.80053 -0.75051
H -2.25909 7.28668 1.79112
H 5.97903 -2.26599 -0.64355
N -1.44977 4.49417 0.87542
C -3.52674 1.50346 -3.24292
O -2.67865 1.24250 -2.34716
H -1.04308 6.80430 0.66435
H -2.54271 0.76922 -4.83377
N -0.52401 -2.99804 -4.18432
N -4.15229 -0.24498 1.59782
H 0.45409 2.57773 6.05066

Run x
68
Properties=species:S:1:pos:R:3 method="wB97M-V/def2-TZVPD" charge=+1 e_homo_ha=-0.4110 orbital_gap_ev=9.08
H -22.40867 -1.37693 -2.61209
N -21.87867 1.24286 -5.35844
H -22.98984 -4.04800 -2.54971
H -26.06243 -3.83425 -3.97091
H -22.73807 -0.14751 -1.67286
O -27.26637 -0.65294 0.33248
H -17.08417 -1.76202 -2.81233
H -23.97315 -4.32834 -3.97601
N -26.03303 -4.10417 -2.99809
N -17.84191 -1.25464 -2.37817
O -24.17876 0.92681 -0.97995
H -18.92132 -1.62307 1.65805
N -25.18802 2.67178 0.10837
N -19.69450 -1.44425 2.28281
N -19.36111 -2.40724 -3.22358
H -19.63210 -1.80326 3.22478
C -19.07206 -1.44204 -2.43137
H -27.23763 -1.04965 -2.54630
O -20.88175 -0.33140 0.63367
H -27.42253 -1.48019 -4.47451
H -21.70395 0.80001 -6.24920
H -25.63298 -0.58242 -2.00687
H -19.64203 1.43479 -5.88707
N -19.74761 1.45720 -4.88285
H -26.25329 -3.21577 1.65598
H -24.65957 2.26437 -2.85371
N -26.26753 -0.85114 -2.74527
H -20.30084 -2.35737 -3.59036
H -27.93083 -2.67803 1.43891
N -25.20900 -1.36703 0.91842
H -22.84714 1.40079 -5.11919
H -20.00595 -2.45751 -6.11575
C -25.79798 -0.62999 -3.93693
H -24.59980 -2.04782 1.34911
C -21.01215 1.57342 -4.48178
N -23.12370 -2.45680 -6.08894
H -23.03036 -2.42350 -7.09407
H -25.46769 3.64097 0.15905
N -26.93457 -2.52021 1.38740
C -20.74316 -0.88324 1.74723
H -21.02098 -2.63417 -7.41286
N -20.97006 -2.51482 -6.41124
H -24.79202 -0.65055 0.34147
O -24.68719 -0.14888 -4.20654
H -26.18645 -0.98829 -5.76840
H -25.81017 3.36497 -2.09312
C -25.00535 -4.24284 -2.24480
N -26.54378 -1.13733 -4.83555
H -22.53357 -0.26933 2.32878
O -19.73716 -0.52450 -2.05636
O -21.37498 1.84739 -3.28275
N -25.13932 2.61214 -2.03578
H -21.31885 -0.97469 -1.50560
C -21.95050 -2.27528 -5.56660
O -22.24448 -0.96628 -1.76003
O -21.78802 -2.12468 -4.36578
H -17.67104 -0.42512 -1.82789
H -21.65673 -1.20616 3.50394
H -24.85495 2.20309 0.93873
H -26.88679 -4.22352 -2.47183
H -18.73001 -3.17687 -3.39534
O -25.10628 -4.30415 -1.06028
C -26.55862 -1.51103 0.83560
N -23.89260 -4.19513 -2.97808
N -21.76823 -0.88967 2.55131
H -19.00704 1.30794 -4.21249
C -24.80308 1.98348 -0.94927
H -23.95541 -2.42673 -5.51671

Most stable to least stable, the ends of the list are run x and run w.

Run w
21
Properties=species:S:1:pos:R:3 method="wB97M-V/def2-TZVPD" charge=+1 e_homo_ha=-0.5471 orbital_gap_ev=11.50
H 2.60864 1.40568 0.34266
C -0.56957 -1.72831 -1.07784
H 0.12164 -2.51686 -1.32604
H 1.14537 2.37032 -0.08717
H -2.11945 0.32233 -0.90590
H 1.22525 -0.56437 -0.73905
H -0.33502 -0.86568 -1.68641
N -0.63560 -1.33933 0.36855
H -1.01029 1.09907 2.47825
C 1.55417 1.37877 0.16567
H 2.55908 0.14763 -1.26344
H -1.53003 -2.24811 -1.23982
H 1.02903 1.04400 -1.80620
C -1.07426 -0.12649 0.80431
H -2.73230 1.14537 0.45893
N -1.93210 0.53860 0.05677
H 0.17181 -1.63979 0.91390
C 1.51941 0.46963 -1.06375
N -0.90108 0.10630 2.15401
H 0.86834 1.06153 0.91089
H 0.03698 -0.06029 2.54169

Run x
21
Properties=species:S:1:pos:R:3 method="wB97M-V/def2-TZVPD" charge=+1 e_homo_ha=-0.4940 orbital_gap_ev=10.68
H 0.34447 0.84843 -2.75575
H -0.05127 -0.26588 0.06335
H -0.62986 1.91853 -1.70043
C -2.01555 -0.34834 1.08061
C -0.43402 -2.17019 0.70513
H 0.25733 2.33782 0.53327
H -1.18480 -2.83986 1.14568
N 0.92207 0.86984 -0.68894
H 1.82417 0.46079 -1.01081
H -2.43367 0.12776 0.21974
H -1.95185 0.35391 1.93282
C 1.18051 1.75931 0.47006
H 1.37988 1.27943 1.43912
H 1.98794 2.50108 0.27719
N -0.74210 -0.91367 0.59508
H 0.83631 -3.70055 0.46515
H 1.00772 2.40364 -2.11906
H 1.39045 -2.21286 -0.27875
H -2.67879 -1.17900 1.33339
N 0.62853 -2.75827 0.17335
C 0.36251 1.52808 -1.88021

Run y
21
Properties=species:S:1:pos:R:3 method="wB97M-V/def2-TZVPD" charge=+1 e_homo_ha=-0.5448 orbital_gap_ev=11.80
H -2.03701 0.34887 -0.12945
H -0.31228 -0.21836 0.71866
H 2.42705 -1.40128 -1.13370
H -3.51230 -1.82262 0.93705
H 0.46044 2.55324 0.63721
C 0.17596 1.71345 1.26017
H -2.34783 -0.53837 -1.54431
N 2.01533 1.07512 -1.00975
H -0.88012 1.71424 1.47830
H -1.81817 -1.76311 0.94470
H 2.04345 2.04867 -0.73167
H 2.81636 0.82416 -1.57018
H -2.64867 -2.56905 -0.42617
C -2.70428 -0.42027 -0.51516
N 0.45786 0.41836 0.58802
C -2.66732 -1.73864 0.26272
H 1.39717 -1.87204 0.12798
N 1.87199 -1.11662 -0.34166
C 1.45018 0.14895 -0.23399
H -3.67037 0.03386 -0.74658
H 0.71886 1.74167 2.19836

Most stable to least stable, the ends of the list are run y and run w.

Run w
21
Properties=species:S:1:pos:R:3 method="wB97M-V/def2-TZVPD" charge=+1 e_homo_ha=-0.5057 orbital_gap_ev=11.04
C 1.35460 1.21787 -1.81673
H 1.66728 0.24350 -2.18235
H -1.30654 1.58316 -2.66041
C 0.37571 -2.20732 0.22103
H -0.10583 2.01928 -0.67706
H -0.72218 -0.06633 -2.61448
H 1.36689 -2.15549 -0.23110
H 0.41476 -2.90935 1.04941
H 2.10601 1.58256 -1.11820
H 0.07028 -0.02729 0.01114
N -0.53333 0.50996 2.49106
C -1.04695 0.76822 -1.98858
H -0.33347 -2.52185 -0.53978
H 1.28537 1.93292 -2.63624
H -0.31124 -1.51782 2.64470
H -0.97458 0.52087 3.39267
C -0.28420 -0.68766 1.95018
N 0.07410 1.11064 -1.09413
N 0.04102 -0.86978 0.71988
H -1.90130 0.41403 -1.41516
H -0.67738 1.31117 1.89656

Run x
21
Properties=species:S:1:pos:R:3 method="wB97M-V/def2-TZVPD" charge=+1 e_homo_ha=-0.4256 orbital_gap_ev=8.15
C -1.60357 0.21021 1.35577
H 0.20973 -2.51736 -1.13395
H -1.40756 -0.79509 1.55067
H -2.01338 2.10886 -0.01545
H 0.72038 -1.95225 0.52103
H -2.67854 0.21193 1.30211
H -0.65593 1.98552 -1.32798
C -0.10424 -1.92445 -0.24617
H -0.99365 -2.38453 0.17480
N 2.76946 0.33626 -0.17184
H 1.71753 0.38145 1.53480
H 2.29673 0.31987 -1.12855
H 3.29161 1.22133 -0.11540
C -0.43511 -0.48550 -0.64664
N -1.22254 0.35323 -0.07776
H 3.44292 -0.45866 -0.24892
H -2.12532 1.28835 -1.61055
H -1.17851 0.75299 2.12578
N 1.70051 -0.07894 0.66925
H -0.21113 -0.16058 -1.67353
C -1.51940 1.58737 -0.83745

Most stable to least stable, the ends of the list are run w and run x.